Record 1
{
  "formula": "C4H5NO",
  "method": "ωB97M-V/def2-TZVPD",
  "symbols": ["H", "O", "N", "H", "C", "C", "H", "H", "H", "C", "C"],
  "xyz": [[0.7489, -0.4887, -3.1070], [-0.6623, -2.2390, -0.9952], [1.3757, 1.3769, 2.6230], [1.3287, -0.4459, -2.6635], [-0.4220, -1.1396, -0.6767], [0.5168, 0.9511, 1.9735], [0.2432, 0.8402, -0.8980], [-1.4003, 1.1701, 1.1603], [-0.9859, -0.4653, 1.6950], [-0.1844, 0.0829, -0.2490], [-0.5999, 0.4197, 1.1694]],
  "mulliken_charge": [0.0470, -0.3456, -0.3743, -0.0335, 0.4578, 0.2232, 0.3341, 0.2680, 0.2655, -0.4143, -0.4281],
  "spin_multiplicity": 1,
  "orbital_gap_ha": 0.3712,
  "e_tot_ev": -7764.2734,
  "smiles": "N#CCC=C=O.[H][H]"
}

=====

Record 2
{
  "formula": "C4H4N2O",
  "method": "ωB97M-V/def2-TZVPD",
  "symbols": ["C", "H", "N", "C", "O", "H", "C", "N", "C", "H", "H"],
  "xyz": [[1.3923, -0.1129, 0.5014], [0.0826, -1.7390, 0.6144], [0.3488, -1.0175, -0.0443], [-1.9726, -0.4219, -0.6889], [-3.0999, -0.6225, -0.9383], [2.3723, -0.3525, 0.0764], [-0.1725, 1.2192, -0.2985], [1.0176, 1.2476, 0.1538], [-0.7307, -0.1323, -0.3555], [-0.7038, 2.1122, -0.6184], [1.4658, -0.1803, 1.5978]],
  "mulliken_charge": [-0.3461, 0.2774, -0.4136, 0.4972, -0.4126, 0.2484, -0.2073, -0.5350, 0.2051, 0.4028, 0.2836],
  "spin_multiplicity": 1,
  "orbital_gap_ha": 0.3102,
  "e_tot_ev": -9238.5574,
  "smiles": "O=C=C1C=NCN1"
}

=====

Record 3
{
  "formula": "C4H9N2O3P",
  "method": "ωB97M-V/def2-TZVPD",
  "symbols": ["H", "H", "H", "H", "O", "P", "N", "O", "O", "C", "C", "H", "N", "H", "C", "C", "H", "H", "H"],
  "xyz": [[-0.3723, -3.8004, -1.1218], [2.4745, 2.2678, 1.4632], [0.1729, -3.3822, 0.5267], [-0.6630, 2.1878, -0.9791], [0.8484, 2.0563, 0.3137], [0.3713, -0.6484, 0.0354], [-3.1173, -1.3412, 0.1651], [0.2573, 0.3941, -1.1867], [-0.3299, -1.8148, -0.7468], [0.3505, 1.7714, -0.9365], [2.2560, 1.9652, 0.4413], [0.9590, 2.2050, -1.7445], [-1.9301, 0.2118, 1.6097], [-1.5464, -3.2135, 0.0867], [-0.5219, -3.1312, -0.2737], [-2.6121, -0.5227, 0.8249], [-1.9676, 1.2152, 1.4985], [2.6162, 0.9406, 0.2852], [2.7546, 2.6391, -0.2614]],
  "mulliken_charge": [0.2087, 0.2310, 0.3412, 0.1985, -0.3542, 0.0331, -0.4570, -0.1954, -0.1805, -0.1678, -0.7166, 0.3177, -0.4741, 0.2858, -0.6843, 0.6752, 0.2733, 0.3520, 0.3135],
  "spin_multiplicity": 3,
  "orbital_gap_ha": [0.2515, 0.2719],
  "e_tot_ev": -22701.4382
}

=====

Record 4
{
  "formula": "C4H4O3S",
  "method": "ωB97M-V/def2-TZVPD",
  "symbols": ["O", "C", "C", "H", "C", "H", "H", "C", "O", "S", "H", "O"],
  "xyz": [[1.2628, 1.7947, 0.8560], [0.6289, 1.5603, -0.2005], [0.1575, 0.1374, -0.4499], [0.3302, -1.9037, 0.2156], [0.8858, -0.9613, 0.2730], [-0.0024, -0.0678, -1.5113], [1.0115, -0.6815, 1.3197], [-1.8342, -0.1712, 0.2178], [-2.3225, 0.6377, 0.9608], [-2.4054, -1.5975, -0.4160], [1.8882, -1.1368, -0.1498], [0.3996, 2.3897, -1.1154]],
  "mulliken_charge": [-0.7506, 0.3916, -0.0018, 0.3042, -1.1137, 0.3005, 0.2691, 0.1494, -0.5037, -0.5775, 0.3154, -0.7829],
  "spin_multiplicity": 1,
  "orbital_gap_ha": 0.1943,
  "e_tot_ev": -21189.4505,
  "total_charge": -2
}